This record from the OMol25 dataset describes a 14-piece molecular cluster, C82H195N7O21 overall in a non-equilibrium geometry. The level of theory is ωB97M-V with the def2-TZVPD basis set.

Summary:
* HOMO energy: -8.3 eV
* molar mass: 1615.49 g mol⁻¹

Structure (XYZ):
```
305
Properties=species:S:1:pos:R:3:forces:R:3:lowdin_charge:R:1
C -7.7033 4.9471 1.9015 -1.056 1.145 -0.467 -0.136
O -7.2560 3.6646 1.6176 0.510 -0.711 -0.534 -0.198
C -6.7020 3.4768 0.3078 0.983 0.169 1.498 -0.163
C -6.0744 2.0963 0.2708 1.205 0.083 0.225 -0.176
O -5.5539 1.8332 -1.0180 -3.262 -0.651 0.391 -0.133
C -4.2822 2.2372 -1.2149 1.849 0.098 -1.486 -0.214
C -3.9589 1.8770 -2.6691 -0.072 0.414 0.186 -0.204
O -2.6100 2.1538 -2.8963 0.911 0.385 -1.625 -0.214
C -2.3183 1.8525 -4.2950 -0.414 -0.581 0.655 -0.055
H -6.9884 5.6801 2.3056 0.462 -0.451 -0.355 0.090
H -8.4790 4.8817 2.6434 -0.306 -0.299 0.557 0.078
H -8.2265 5.4068 1.0401 0.436 -0.111 0.069 0.096
H -5.9032 4.2385 0.1624 -0.487 -0.336 -0.258 0.135
H -7.4345 3.5215 -0.4673 -0.759 0.382 -0.541 0.123
H -6.7123 1.2792 0.5947 -0.594 0.154 -0.315 0.118
H -5.2304 2.0486 0.9689 0.009 0.186 0.201 0.096
H -3.6428 1.6250 -0.6085 0.895 0.083 0.739 0.106
H -4.1223 3.3289 -1.0644 0.076 -0.541 0.033 0.147
H -4.5927 2.4865 -3.3086 -0.193 0.322 -0.284 0.126
H -4.1581 0.8425 -2.9724 -0.210 -0.179 0.601 0.112
H -1.3643 2.2690 -4.6663 -0.609 0.206 0.557 0.085
H -3.1911 2.1124 -4.9201 0.520 0.467 0.083 0.094
H -2.2570 0.7684 -4.3892 0.187 -0.229 -0.024 0.065
C -6.3768 -1.7890 0.9784 0.241 -0.256 -0.056 -0.069
O -5.4479 -2.0148 2.0189 -0.175 -0.048 -1.016 -0.189
C -5.3929 -0.9572 2.9118 1.000 0.246 0.701 -0.217
C -4.4372 -1.3862 3.9898 1.281 0.505 0.766 -0.214
O -4.7755 -2.4263 4.8638 -0.530 0.044 -0.002 -0.129
C -4.6297 -3.7383 4.3397 -0.636 0.495 0.359 -0.189
C -4.6849 -4.7086 5.4868 0.029 -1.142 0.208 -0.206
O -5.9392 -5.1182 6.0610 0.418 1.700 0.799 -0.177
C -6.4181 -4.0766 6.9820 1.189 0.530 -1.564 -0.077
H -7.3624 -1.8371 1.4391 -0.391 0.076 -0.486 0.101
H -6.2225 -2.5525 0.2097 -0.262 -0.118 0.356 0.078
H -6.2083 -0.8329 0.4702 -0.061 0.133 0.240 0.071
H -6.3309 -0.6753 3.3821 -0.690 -0.292 -0.075 0.136
H -5.0072 -0.0117 2.4627 -0.030 -0.518 -0.079 0.113
H -4.2576 -0.5364 4.6351 -0.117 0.409 0.300 0.106
H -3.4347 -1.6188 3.6199 -0.004 0.001 -0.732 0.109
H -3.6563 -3.9078 3.8924 0.709 0.368 -0.117 0.103
H -5.3302 -3.8455 3.5184 -0.444 -0.593 0.113 0.120
H -3.9510 -4.3811 6.2429 -0.442 0.183 0.023 0.120
H -4.2386 -5.6177 5.1006 -0.072 -0.482 -0.103 0.104
H -7.2953 -4.4283 7.4819 -0.605 -0.274 0.021 0.067
H -6.5978 -3.1556 6.3588 -0.125 -0.775 0.880 0.091
H -5.6628 -3.8122 7.7567 -0.210 -0.332 -0.529 0.090
C -4.9669 -1.7369 -2.1007 -1.452 1.621 2.447 -0.154
O -4.3384 -1.7971 -3.2994 0.678 0.876 -1.352 -0.132
C -4.0001 -3.0970 -3.5984 -1.024 -1.521 -0.068 -0.239
C -3.6282 -3.3245 -5.0103 -0.031 1.392 -0.857 -0.202
O -2.4657 -2.5851 -5.3129 0.555 0.159 -0.173 -0.151
C -2.2856 -2.3829 -6.7106 -0.674 -0.839 0.003 -0.184
C -1.0102 -1.5951 -6.9214 0.012 0.111 0.914 -0.182
O -1.1754 -0.1682 -6.7238 -0.480 -0.891 -1.002 -0.199
C -1.5777 0.4908 -7.9467 1.043 -0.571 -0.007 -0.088
H -5.9524 -2.2387 -2.1460 0.314 -0.128 0.241 0.104
H -5.1779 -0.6813 -1.7401 0.245 -0.878 -1.027 0.096
H -4.3471 -2.1102 -1.2806 -0.030 -0.582 -0.028 0.065
H -4.8365 -3.8030 -3.3963 -0.151 0.411 -0.084 0.141
H -3.2296 -3.5080 -2.9769 0.906 0.197 0.702 0.105
H -4.3643 -2.9512 -5.7295 -0.618 -0.327 0.326 0.133
H -3.5244 -4.3942 -5.1121 0.354 -0.553 -0.465 0.119
H -3.1430 -1.8697 -7.1642 -0.095 0.324 0.273 0.122
H -2.3394 -3.3949 -7.1829 0.754 0.568 -0.052 0.141
H -0.5792 -1.7865 -7.8919 0.115 -0.041 -0.506 0.115
H -0.3156 -2.0023 -6.1578 -0.115 0.645 -0.344 0.115
H -0.8006 0.3516 -8.7205 -0.063 0.046 0.287 0.089
H -1.6379 1.5391 -7.7265 -0.106 0.484 0.192 0.077
H -2.5087 0.1733 -8.4265 -0.196 -0.309 0.587 0.084
C 3.4818 7.6753 -2.3292 1.891 -0.009 -0.897 -0.103
O 3.9859 8.0292 -1.0492 -0.451 0.600 -0.350 -0.179
C 3.2163 9.0656 -0.4692 0.841 0.360 1.582 -0.202
C 3.4530 9.0244 1.0679 -1.325 -0.130 -0.043 -0.170
O 2.6603 7.9464 1.6001 0.540 0.479 0.018 -0.161
C 2.8053 7.9122 3.0143 -0.418 0.020 -0.899 -0.203
C 2.4468 6.5297 3.5094 -1.411 1.058 0.209 -0.151
O 0.9769 6.4386 3.3990 2.009 0.699 0.353 -0.179
C 0.5278 5.1273 3.5721 -0.061 0.263 -0.563 -0.122
H 4.2719 7.0953 -2.8776 -0.425 0.788 0.509 0.088
H 3.2124 8.5654 -2.9369 0.016 -0.490 0.329 0.100
H 2.7005 6.9630 -2.2646 -1.297 -0.374 0.197 0.049
H 2.1419 8.9362 -0.6468 0.087 -0.123 0.042 0.127
H 3.4908 10.0963 -0.8150 0.058 -0.788 -0.137 0.129
H 3.0711 9.9533 1.5439 0.210 -0.108 -0.436 0.125
H 4.4920 8.8940 1.4291 -0.173 0.048 -0.777 0.127
H 2.1496 8.6792 3.4875 0.226 -0.480 -0.139 0.141
H 3.8354 8.1962 3.2225 0.262 -0.296 0.504 0.114
H 2.8803 6.4767 4.5245 -0.820 -0.379 0.115 0.130
H 2.8620 5.7246 2.9275 0.424 -0.158 -0.461 0.094
H 0.9494 4.4731 2.7757 -0.358 0.090 0.659 0.065
H -0.5568 5.1864 3.5265 -0.070 -0.283 -0.237 0.072
H 0.7862 4.8194 4.5656 0.292 -0.804 0.644 0.083
C 8.4644 -2.0556 3.9904 1.133 0.475 -0.386 -0.146
O 7.8539 -3.2775 3.7900 -1.488 -1.181 -1.245 -0.180
C 7.7237 -3.6194 2.3901 0.286 0.820 0.247 -0.169
C 7.0627 -2.5581 1.4965 0.225 0.733 1.100 -0.199
O 5.8299 -2.0621 2.0113 -0.177 -0.978 -0.245 -0.136
C 4.7269 -3.0078 1.8535 1.724 0.525 -1.093 -0.153
C 3.5253 -2.2032 2.1712 -0.043 -0.372 0.492 -0.220
O 2.4324 -3.0798 2.0408 -0.115 -0.357 0.376 -0.183
C 1.1690 -2.4750 2.2256 0.920 0.549 0.027 -0.087
H 7.8511 -1.1621 3.7424 0.282 -0.560 -0.125 0.097
H 9.4171 -2.1029 3.4130 -0.323 0.763 0.214 0.099
H 8.7318 -2.0076 5.0368 0.006 0.094 0.317 0.082
H 7.1538 -4.5283 2.2817 -0.158 -0.415 0.542 0.113
H 8.7296 -3.8131 1.9867 -0.045 0.025 -0.028 0.124
H 6.9121 -2.9600 0.5161 -0.112 -0.525 -0.702 0.091
H 7.7349 -1.6947 1.3618 -0.317 -0.118 0.248 0.125
H 4.8374 -3.8769 2.4922 0.042 -0.116 0.299 0.132
H 4.6956 -3.3341 0.7885 0.060 0.098 0.741 0.115
H 3.5403 -1.3666 1.4778 -0.581 0.313 -0.283 0.107
H 3.6668 -1.8060 3.1843 -0.427 0.040 0.111 0.139
H 0.4153 -3.1512 1.8481 -0.260 -0.250 0.244 0.068
H 1.2027 -1.6136 1.5869 -0.599 0.844 -0.327 0.064
H 0.9921 -2.1189 3.2616 -0.021 -0.456 -0.350 0.090
C 0.1512 -0.9909 -3.4122 -1.461 -1.553 -0.310 -0.110
O -0.0215 -1.1636 -2.0282 -0.472 0.343 0.437 -0.199
C -0.8508 -0.1196 -1.5190 -0.401 -0.975 -0.227 -0.173
C -0.6559 -0.0830 -0.0287 -0.767 1.243 0.534 -0.149
O -1.5832 0.9196 0.4576 -0.154 -0.446 1.342 -0.164
C -2.0623 0.7593 1.8230 0.246 0.582 0.050 -0.111
C -1.1029 1.2533 2.9463 -2.345 -0.151 -1.459 -0.229
O -0.0043 0.4707 2.9010 2.010 -1.325 -0.049 -0.181
C 1.0090 0.8629 3.7880 0.130 0.676 0.121 -0.077
H 0.7111 -1.8692 -3.7525 0.483 0.466 -0.102 0.086
H 0.5831 -0.0254 -3.6239 0.439 0.274 -0.391 0.073
H -0.8391 -1.1066 -3.9219 0.564 0.448 0.177 0.090
H -1.9340 -0.2886 -1.6756 0.301 -0.193 -0.477 0.135
H -0.5879 0.7993 -2.0694 -0.130 0.075 0.699 0.110
H 0.3482 0.2200 0.1543 0.987 0.348 0.517 0.095
H -0.8289 -1.0021 0.5318 -0.101 -0.333 -0.548 0.104
H -2.3248 -0.2840 2.0540 0.224 -0.031 -0.345 0.110
H -3.0012 1.3379 1.9131 0.417 -0.078 -0.264 0.105
H -1.6552 1.1931 3.8813 -0.155 -0.098 0.477 0.115
H -0.8566 2.2788 2.7932 0.210 1.204 -0.214 0.099
H 1.8386 0.1765 3.7002 0.240 -0.142 -0.213 0.077
H 0.6526 0.8180 4.8113 -0.167 0.015 0.443 0.079
H 1.3652 1.9074 3.6134 -0.263 -0.595 -0.119 0.085
C 6.5250 -2.6613 -2.1470 0.430 0.439 -0.630 -0.121
O 5.3558 -2.7915 -1.3611 0.081 -0.292 -0.849 -0.228
C 4.5098 -3.8546 -1.8503 -0.679 1.239 0.910 -0.142
C 3.0232 -3.5174 -1.5188 1.173 -0.950 -0.286 -0.169
O 2.3170 -4.7462 -1.5958 -0.595 0.358 0.101 -0.116
C 0.9473 -4.5604 -1.1879 0.890 0.119 -0.437 -0.182
C 0.0691 -5.6513 -1.7299 -0.154 -1.199 1.068 -0.206
O -0.0214 -5.7211 -3.1499 -0.095 0.276 0.802 -0.155
C -0.8819 -4.7140 -3.6707 1.361 -0.728 -0.876 -0.087
H 7.0812 -1.7887 -1.8249 -0.005 0.143 0.497 0.067
H 6.2924 -2.4288 -3.1952 -0.267 -0.254 0.000 0.081
H 7.2468 -3.5024 -2.1482 -0.637 -0.088 0.317 0.099
H 4.8465 -4.7445 -1.3474 -0.194 -0.752 0.012 0.124
H 4.5787 -3.9418 -2.9262 0.319 -0.191 -0.254 0.095
H 2.6685 -2.8378 -2.3017 -0.181 0.199 0.309 0.109
H 2.9354 -3.0823 -0.5141 -0.025 0.126 -0.209 0.112
H 0.6139 -3.5715 -1.4841 -0.155 0.350 -0.317 0.098
H 0.9202 -4.5531 -0.1023 -0.152 -0.214 0.432 0.118
H -0.9133 -5.5835 -1.1962 0.301 0.242 -0.762 0.102
H 0.4730 -6.6172 -1.3350 -0.062 0.505 -0.762 0.140
H -1.8614 -5.1215 -3.8207 -0.855 -0.011 0.400 0.071
H -0.5214 -4.4733 -4.6732 0.112 0.060 0.004 0.092
H -0.8209 -3.8133 -3.0912 -0.424 0.519 0.398 0.068
C 1.3284 5.1532 0.0171 -0.637 -0.029 -1.793 -0.074
C 0.1453 4.2485 0.2636 -1.232 -0.233 0.135 -0.244
C -0.4175 3.4762 -0.9499 -0.278 1.540 -1.052 -0.147
C -1.0323 4.4677 -1.8882 0.689 -1.243 1.494 -0.246
N -1.4389 5.3671 -2.4571 -0.530 0.910 -0.916 0.159
H 2.1527 4.5808 -0.3826 0.534 -0.155 0.106 0.056
H 1.6186 5.7640 0.8454 0.164 0.205 0.572 0.047
H 1.0508 5.8412 -0.8108 0.116 -0.154 0.486 0.087
H -0.6919 4.8604 0.6355 0.184 -0.191 0.119 0.116
H 0.2956 3.4624 0.9946 0.419 -0.026 0.435 0.075
H -1.1647 2.7388 -0.6721 0.040 0.016 0.067 0.084
H 0.3562 3.0034 -1.5410 0.415 -0.427 0.056 0.085
C 4.9110 4.0541 -3.4504 -0.012 -0.875 -0.579 -0.098
C 4.2636 4.7195 -4.6615 -1.287 -1.976 0.334 -0.231
N 2.8462 5.1915 -4.4431 2.177 -0.948 0.040 -0.174
C 2.0415 4.2386 -3.6749 -1.576 0.952 -1.084 -0.243
C 1.7357 2.9253 -4.3628 -0.135 -1.233 -1.271 -0.089
C 2.3958 5.5091 -5.7634 -0.292 1.003 -0.840 -0.298
C 0.9494 6.0290 -5.8188 0.252 -2.021 -0.539 -0.071
H 4.9441 4.6175 -2.5668 0.089 1.510 1.120 0.053
H 5.9535 3.8265 -3.7125 -0.294 -0.267 0.129 0.079
H 4.3749 3.1596 -3.0615 0.530 0.316 -0.915 0.041
H 4.8869 5.4898 -5.0896 -0.013 0.580 0.145 0.104
H 4.2379 3.9051 -5.4568 0.069 0.732 0.494 0.111
H 2.5375 4.0982 -2.7152 -0.401 0.025 0.096 0.092
H 1.0348 4.7315 -3.6077 0.968 -0.215 0.834 0.097
H 1.3535 2.1573 -3.6811 0.087 0.182 0.091 0.046
H 0.9890 2.9346 -5.2088 0.541 0.593 0.873 0.085
H 2.6214 2.5011 -4.8459 0.092 -0.051 0.254 0.048
H 2.5222 4.6991 -6.5356 -0.232 0.062 0.696 0.119
H 3.1582 6.2507 -6.0791 -0.784 0.105 -0.251 0.116
H 0.7250 6.3133 -6.8497 -0.144 0.384 0.298 0.074
H 0.6911 6.7317 -5.0649 0.128 1.132 0.332 0.061
H 0.2813 5.1774 -5.5762 0.201 0.260 -0.341 0.061
C -1.3197 -1.8682 5.6320 -0.477 -1.052 -1.184 -0.068
C -0.7350 -2.9914 6.4590 0.802 0.610 0.974 -0.271
N -1.1833 -4.3267 6.1443 0.186 -0.885 1.069 -0.184
C -0.7348 -4.8328 4.8698 -0.896 -1.723 -0.277 -0.277
C 0.7595 -5.0638 4.6703 0.749 1.456 1.137 -0.066
C -0.8180 -5.2595 7.2468 -0.779 -1.438 -1.644 -0.206
C -1.3217 -6.7339 7.0012 -0.605 0.893 -0.225 -0.078
H -2.3718 -1.7441 5.8443 -0.349 0.141 0.128 0.062
H -1.2555 -2.1317 4.5520 0.096 0.379 0.520 0.068
H -0.7887 -0.9483 5.7922 0.233 0.446 0.108 0.060
H 0.3717 -2.8825 6.3889 -0.264 -0.237 0.210 0.110
H -0.9952 -2.8142 7.5250 0.217 -0.059 -0.523 0.124
H -1.2553 -5.8236 4.7308 0.369 1.012 -0.024 0.094
H -1.1969 -4.1784 4.1449 0.341 0.210 -0.697 0.083
H 1.2013 -5.8698 5.2839 -0.491 0.253 -0.158 0.077
H 1.0044 -5.2741 3.6463 0.064 -0.010 -0.565 0.059
H 1.2943 -4.1138 4.9768 -0.264 -1.041 -0.537 0.082
H -1.2887 -4.8745 8.1304 0.043 0.112 0.634 0.101
H 0.2575 -5.3782 7.3528 0.390 0.520 0.339 0.103
H -2.4099 -6.7939 6.8800 0.104 0.308 -0.265 0.069
H -1.1487 -7.3475 7.8586 0.459 -0.222 0.824 0.054
H -0.8614 -7.2694 6.1639 0.076 0.401 0.062 0.063
C 2.5976 0.0389 -6.5475 0.098 -1.639 0.115 -0.063
C 3.5931 -0.1680 -5.3913 -0.101 0.957 0.953 -0.249
N 4.8564 -0.8701 -5.5815 -0.540 0.428 -0.974 -0.172
C 5.8609 0.0029 -6.2180 0.361 -1.128 0.148 -0.261
C 6.4604 1.0795 -5.3114 0.033 -0.760 -0.252 -0.069
C 4.6519 -2.0720 -6.4040 -0.502 0.735 -0.382 -0.264
C 3.7017 -3.0855 -5.8005 0.555 -1.519 0.663 -0.076
H 1.7815 0.6510 -6.2183 -0.181 0.878 0.080 0.048
H 2.0614 -0.9069 -6.7647 0.495 0.181 -0.065 0.061
H 3.0425 0.3643 -7.4770 0.059 0.440 -0.165 0.071
H 3.8673 0.8162 -4.9457 -0.354 -0.596 -0.277 0.088
H 3.0610 -0.7052 -4.6080 -0.195 0.012 0.177 0.088
H 6.6597 -0.6935 -6.5002 0.273 0.158 0.252 0.106
H 5.5853 0.3722 -7.2156 -0.601 0.434 0.175 0.113
H 7.0064 0.6080 -4.5012 0.073 -0.302 0.189 0.062
H 7.2298 1.5391 -5.9428 -0.392 0.750 0.385 0.081
H 5.7330 1.7298 -4.8031 0.323 0.198 -0.738 0.043
H 5.6541 -2.4582 -6.4961 0.188 -0.696 -0.308 0.105
H 4.2694 -1.7982 -7.4122 0.384 -0.068 0.187 0.117
H 4.0239 -3.2553 -4.7725 -0.191 0.172 0.240 0.046
H 3.8346 -4.1093 -6.2365 -0.173 0.964 -0.112 0.093
H 2.6264 -2.8752 -5.7710 0.325 0.316 -0.265 0.061
C -6.0849 2.8359 4.5584 -0.991 0.409 0.222 -0.077
C -4.7355 2.4684 4.0231 0.401 1.173 -0.964 -0.267
N -3.5947 3.1874 4.5871 0.395 -0.033 0.226 -0.171
C -3.5864 4.6403 4.2818 -0.029 -0.952 0.923 -0.227
C -3.2935 4.8390 2.8062 -0.191 -0.461 0.036 -0.069
C -3.3813 2.8505 6.0019 -0.046 0.068 -1.308 -0.261
C -2.0360 3.2472 6.5468 -0.680 0.751 0.315 -0.077
H -6.2535 2.5759 5.6020 0.056 -0.623 0.020 0.074
H -6.8723 2.4255 3.9068 0.170 0.096 0.414 0.080
H -6.2135 3.9086 4.5921 -0.135 0.461 -0.435 0.058
H -4.6153 1.4129 4.1622 0.504 -0.606 -0.049 0.071
H -4.7172 2.7018 2.9300 -0.169 -0.520 0.769 0.084
H -4.5106 5.1086 4.6782 0.201 0.109 -0.544 0.112
H -2.7767 5.0611 4.8896 -0.062 0.054 -0.257 0.099
H -4.0632 4.3496 2.1772 0.495 0.381 0.180 0.064
H -3.2167 5.8783 2.5352 -0.138 0.479 -0.104 0.075
H -2.3116 4.3875 2.6190 -0.311 -0.085 -0.218 0.051
H -3.5307 1.7932 6.0859 0.263 -0.964 -0.145 0.102
H -4.1717 3.2143 6.6110 -0.853 0.902 0.890 0.099
H -2.0171 4.3174 6.7795 0.156 -0.125 -0.059 0.073
H -1.2576 3.0316 5.8413 0.532 -0.258 -0.280 0.056
H -1.9054 2.7232 7.4804 0.406 -0.206 0.307 0.072
C -3.3524 -7.7790 -0.9035 -1.102 2.308 -0.923 -0.052
C -3.9440 -6.4979 -0.3067 0.062 -0.156 0.540 -0.264
N -2.9160 -5.5906 0.1892 0.832 -1.678 1.194 -0.188
C -3.5103 -4.3488 0.4844 -0.754 1.959 2.133 -0.288
C -2.5481 -3.1512 0.5074 0.810 -1.088 -0.021 -0.067
C -2.1400 -6.1811 1.3637 -0.476 0.337 -1.630 -0.193
C -2.9682 -6.8448 2.4453 -0.102 0.186 -0.584 -0.075
H -4.1234 -8.2406 -1.5069 0.063 -0.123 -0.502 0.074
H -3.1474 -8.4564 -0.1469 0.997 -1.335 1.377 0.038
H -2.4934 -7.4233 -1.4808 0.007 -0.737 -0.054 0.080
H -4.4531 -5.8901 -1.0373 -0.331 -0.243 -0.679 0.096
H -4.7038 -6.7036 0.4784 0.180 -0.125 -0.250 0.121
H -4.3020 -4.1938 -0.2495 0.128 0.392 -0.140 0.091
H -4.0662 -4.2674 1.4916 0.470 -0.576 -1.048 0.123
H -3.1385 -2.2611 0.4909 -0.170 0.807 0.202 0.044
H -1.8201 -3.1327 1.3565 -0.870 -0.080 -0.298 0.066
H -1.9144 -3.1939 -0.3744 0.060 0.202 -0.392 0.068
H -1.5582 -5.3585 1.7700 0.271 -0.009 0.053 0.090
H -1.4697 -6.9242 0.9067 0.069 0.263 0.303 0.111
H -3.7466 -6.1869 2.8110 0.004 0.269 0.413 0.059
H -2.3050 -7.1834 3.2312 -0.083 -0.028 0.326 0.069
H -3.4925 -7.6909 2.0288 -0.059 -0.513 0.010 0.061
C 3.5862 3.1577 1.7118 0.781 0.737 -1.294 -0.071
C 3.2333 2.0808 0.6900 -1.096 -1.293 -0.477 -0.253
N 4.0052 1.9406 -0.5425 0.285 -0.175 -0.394 -0.160
C 5.2564 1.2202 -0.2376 -0.280 0.344 -0.222 -0.227
C 6.2456 1.0125 -1.4150 0.211 0.163 1.512 -0.061
C 3.2773 1.2435 -1.6219 0.203 2.159 -0.685 -0.265
C 3.0491 -0.1984 -1.4704 1.371 -1.585 -0.598 -0.078
H 4.6116 3.0907 2.0738 -0.016 -0.341 0.235 0.070
H 2.8903 3.0875 2.5332 -0.109 0.064 0.339 0.040
H 3.5415 4.1751 1.2584 -0.236 -0.700 0.256 0.071
H 3.2356 1.0585 1.1814 -0.274 0.872 0.026 0.116
H 2.2042 2.2626 0.3122 0.272 -0.074 0.575 0.102
H 5.6778 1.8981 0.4879 0.789 -0.179 0.407 0.100
H 5.0208 0.2544 0.2770 0.375 0.416 -0.299 0.109
H 7.2197 0.7278 -0.9445 -0.611 0.222 -0.535 0.087
H 5.9464 0.2138 -2.0689 -0.225 -0.366 -0.336 0.036
H 6.3798 1.9182 -2.0043 0.007 0.090 0.087 0.061
H 3.8687 1.4745 -2.5310 -0.196 -0.596 0.290 0.088
H 2.3153 1.7379 -1.8586 0.303 0.139 0.588 0.094
H 4.0222 -0.7373 -1.3621 -0.795 0.219 0.132 0.079
H 2.6331 -0.5845 -2.4012 -0.259 -0.041 0.124 0.055
H 2.4018 -0.4483 -0.6544 -0.430 -0.247 0.476 0.063
```
Forces are in eV/Å.